Density functional theory data (ωB97M-V/def2-TZVPD) for C6H14ClMgN2O2 as an isolated structure in a non-equilibrium geometry.

Energy above the lowest of the compared OMol25 structures with the same formula, charge and spin ... 243.2 kJ/mol
HOMO level ... -0.4027 Ha
F_max ... 1.341 eV/Å
Lowest unoccupied orbital energy ... -8.18 eV
Molecular weight ... 205.9 g/mol
Charge ... +1

CARTESIAN COORDINATES (ANGSTROEM)
Mg  0.46541  2.60395  4.13257
Cl  0.88067  0.73589  3.03154
C  -1.76885  -0.18179  0.35521
O  -1.49893  0.19529  -0.75053
N  -2.90550  -0.84418  0.72508
C  -3.08886  -1.35046  2.06377
C  -3.98662  -1.02079  -0.20791
H  -1.10805  0.00816  1.22321
H  -2.25274  -1.03073  2.69387
H  -3.09821  -2.44207  2.08703
H  -3.99989  -0.95905  2.52248
H  -4.19763  -2.07715  -0.38635
H  -4.90339  -0.55442  0.17303
H  -3.74626  -0.52468  -1.14368
C  2.06826  -0.00056  -2.48070
O  0.86749  0.08640  -2.53943
N  2.83988  0.53605  -1.49475
C  4.28578  0.52725  -1.54283
C  2.22828  1.17855  -0.36332
H  2.67055  -0.51645  -3.24855
H  4.63513  0.07474  -2.46660
H  4.69509  0.01561  -0.66818
H  4.66373  1.55610  -1.52373
H  2.48291  0.61959  0.54837
H  2.62444  2.19183  -0.24441
H  1.14732  1.17294  -0.49519

For each atom in turn, the Löwdin charge in e is: number 1, Mg, carries 1.0892; number 2, Cl, carries -0.0239; number 3, C, carries -0.3510; number 4, O, carries 0.0426; number 5, N, carries -0.2031; number 6, C, carries -0.0683; number 7, C, carries -0.0459; number 8, H, carries 0.0689; number 9, H, carries 0.0686; number 10, H, carries 0.0934; number 11, H, carries 0.0878; number 12, H, carries 0.0952; number 13, H, carries 0.0923; number 14, H, carries 0.0886; number 15, C, carries -0.3320; number 16, O, carries 0.0321; number 17, N, carries -0.2070; number 18, C, carries -0.0616; number 19, C, carries -0.0757; number 20, H, carries 0.1356; number 21, H, carries 0.0853; number 22, H, carries 0.0869; number 23, H, carries 0.0879; number 24, H, carries 0.0545; number 25, H, carries 0.0866; number 26, H, carries 0.0731

***

Density functional theory data (ωB97M-V/def2-TZVPD) for a 3-piece molecular cluster, C5H15NO2 overall in a non-equilibrium geometry.

Energy above the lowest of the compared OMol25 structures with the same formula, charge and spin ... 243.4 kJ/mol
Structure (SMILES) ... C=CC[C@@H](C)N.O.O
HOMO level ... -0.3226 Ha
F_max ... 2.499 eV/Å
Lowest unoccupied orbital energy ... 0.71 eV
Molecular weight ... 121.2 g/mol

CARTESIAN COORDINATES (ANGSTROEM)
C  -1.31917  1.25154  1.23817
C  -0.72657  0.99805  -0.13047
C  -1.27810  1.96574  -1.24628
C  -1.30834  3.43637  -0.93077
C  -2.17844  4.06050  -0.12295
N  -1.03996  -0.36860  -0.48115
H  -1.65779  0.38045  1.79217
H  -0.70206  1.95996  1.77478
H  -2.19996  1.89861  1.08867
H  0.38639  1.20319  -0.23553
H  -2.20541  1.47866  -1.55212
H  -0.74733  1.86945  -2.19058
H  -0.51197  4.09787  -1.34709
H  -2.14811  5.12616  -0.24883
H  -3.07813  3.89393  0.46702
H  -0.97703  -1.00918  0.29353
H  -0.65116  -0.84509  -1.27655
H  2.94341  -5.95284  1.32787
H  2.42333  -4.61099  2.18486
O  2.38128  -5.17489  1.42076
H  4.81860  -4.55313  -0.16840
H  4.62094  -5.69802  -1.20347
O  5.15559  -5.40774  -0.45362

For each atom in turn, the Löwdin charge in e is: number 1, C, carries -0.0622; number 2, C, carries -0.4573; number 3, C, carries -0.1904; number 4, C, carries -0.1718; number 5, C, carries -0.0181; number 6, N, carries 0.0121; number 7, H, carries 0.0758; number 8, H, carries 0.0771; number 9, H, carries 0.0576; number 10, H, carries 0.1373; number 11, H, carries 0.1091; number 12, H, carries 0.0968; number 13, H, carries 0.1081; number 14, H, carries 0.0351; number 15, H, carries 0.0619; number 16, H, carries 0.0590; number 17, H, carries 0.0702; number 18, H, carries 0.0349; number 19, H, carries 0.0259; number 20, O, carries -0.0627; number 21, H, carries 0.0286; number 22, H, carries 0.0387; number 23, O, carries -0.0654

***

Density functional theory data (ωB97M-V/def2-TZVPD) for C31H80Cl9N7O7 as an isolated structure in a non-equilibrium geometry.

HOMO level ... -0.3358 Ha
F_max ... 3.023 eV/Å
Lowest unoccupied orbital energy ... 0.33 eV
Molecular weight ... 982.1 g/mol

CARTESIAN COORDINATES (ANGSTROEM)
C  16.83456  20.00304  18.79138
Cl  15.19380  20.29758  19.37313
Cl  17.26159  18.40707  19.24450
Cl  18.03723  21.23380  19.37620
H  16.67599  20.12308  17.73792
C  10.49824  14.76146  19.16297
Cl  9.33642  14.49027  17.82552
Cl  9.99049  13.72125  20.50774
Cl  10.69161  16.49269  19.52399
H  11.49331  14.44321  18.92927
C  11.67429  15.92423  12.52916
Cl  10.94234  14.35348  12.64868
Cl  13.26133  15.87588  11.73534
Cl  11.84063  16.43080  14.19300
H  10.99141  16.64366  12.04923
C  14.90156  22.94380  16.68837
C  14.97300  21.57178  15.95782
C  14.38956  21.59020  14.56535
O  14.31447  20.24227  14.06768
C  13.65802  20.01365  12.83389
N  16.35879  21.12086  16.04627
H  15.11297  22.94908  17.73684
H  13.97890  23.46730  16.50807
H  15.67659  23.55808  16.21910
H  14.47802  20.86931  16.58218
H  14.92391  22.28201  13.91650
H  13.34826  21.93979  14.67046
H  12.68806  20.47885  12.78563
H  13.57476  18.94522  12.58988
H  14.22056  20.49829  12.02730
H  16.48516  20.28906  15.46140
H  17.00987  21.76355  15.57417
C  10.16909  22.00568  14.75359
C  10.19598  20.58530  15.10918
C  9.66978  20.34169  16.53113
O  10.52738  20.93061  17.51871
C  11.70198  20.13135  17.77870
N  9.39613  19.79817  14.14015
H  9.15030  22.33874  14.87519
H  10.43821  22.03595  13.66344
H  10.85035  22.58527  15.31705
H  11.19335  20.17001  14.96335
H  9.57406  19.23287  16.58092
H  8.66941  20.75728  16.71007
H  11.42766  19.21436  18.33554
H  12.39214  20.79449  18.36224
H  12.22905  19.78662  16.80455
H  8.41596  20.10967  14.05135
H  9.41061  18.81771  14.44646
C  16.66841  10.62699  13.19229
C  17.95002  11.30486  12.74166
C  18.33412  10.81969  11.35008
O  18.42593  9.40630  11.25071
C  19.46269  8.97808  12.11370
N  17.84386  12.77810  12.78009
H  16.45466  10.91321  14.19985
H  16.86728  9.53604  13.14790
H  15.84101  10.84406  12.49615
H  18.81357  11.07240  13.39093
H  19.32783  11.28609  11.08582
H  17.54239  11.10688  10.69680
H  19.11191  8.96186  13.12034
H  20.28934  9.75263  12.06460
H  19.89243  8.05262  11.81310
H  17.03461  13.02344  12.20919
H  17.59999  13.09238  13.70459
C  16.10638  8.79389  16.66300
C  15.15109  9.92618  16.96766
C  13.99785  9.96302  15.99841
O  13.09558  10.96748  16.41161
C  11.96863  11.13592  15.59299
N  14.82988  9.87401  18.38532
H  15.58021  7.87086  16.92095
H  17.09874  8.83377  17.14242
H  16.14316  8.66215  15.55809
H  15.68721  10.88968  16.95562
H  13.43408  8.97677  15.95833
H  14.33774  10.26753  14.95222
H  11.38234  10.22361  15.62252
H  12.27272  11.38310  14.59118
H  11.37490  12.03520  15.92897
H  14.73912  8.92943  18.75011
H  14.11462  10.47487  18.77436
C  21.65054  18.98974  15.66469
C  20.18363  18.54591  15.54420
C  20.03107  17.27844  16.25074
O  18.67309  16.74648  16.13496
C  18.59559  15.45328  16.81769
N  19.23047  19.53187  16.01482
H  22.29240  18.08466  15.67696
H  21.80851  19.47696  16.66467
H  21.91768  19.74653  14.93449
H  20.01886  18.40411  14.47522
H  20.26149  17.37354  17.33896
H  20.75959  16.52446  15.82970
H  19.41646  14.86642  16.35634
H  17.61307  15.00014  16.62366
H  18.80590  15.60810  17.87431
H  19.52466  20.10092  16.78588
H  18.42467  19.02856  16.38217
C  15.80995  13.22165  19.33610
C  14.52993  13.86612  19.98517
C  14.77618  15.27299  20.45314
O  15.78170  15.44616  21.41860
C  15.53431  16.58572  22.22462
N  13.50827  13.92015  18.94919
H  16.67137  13.31430  19.97302
H  16.03647  13.75856  18.40641
H  15.58097  12.16409  19.17399
H  14.18584  13.21735  20.76909
H  13.81146  15.63730  20.75831
H  15.04498  15.87622  19.53520
H  14.45397  16.63897  22.44164
H  15.66406  17.53376  21.73615
H  16.18906  16.47085  23.06822
H  13.94613  14.45428  18.17667
H  13.43728  12.98095  18.51291
C  13.72878  17.31158  17.39694
C  15.11816  16.99017  16.76780
C  14.99132  15.91001  15.59963
O  14.42457  14.67845  16.06381
C  14.34884  13.72279  15.06516
N  15.78270  18.15937  16.33493
H  13.04476  16.50219  17.52477
H  13.18946  18.02982  16.75299
H  13.95315  17.75157  18.39616
H  15.75959  16.52886  17.53250
H  15.99930  15.75532  15.09401
H  14.28670  16.28411  14.81220
H  13.72325  13.98514  14.15690
H  13.89714  12.80909  15.47445
H  15.39241  13.45520  14.70521
H  16.69697  17.93191  15.99209
H  15.23191  18.61667  15.62904

Atom charges from the Löwdin analysis, given in e for atoms 1 to 99: number 1, C, carries -1.5470; number 2, Cl, carries 0.5656; number 3, Cl, carries 0.6090; number 4, Cl, carries 0.4989; number 5, H, carries -0.0782; number 6, C, carries -1.5225; number 7, Cl, carries 0.4817; number 8, Cl, carries 0.5136; number 9, Cl, carries 0.5303; number 10, H, carries -0.0695; number 11, C, carries -1.5450; number 12, Cl, carries 0.5470; number 13, Cl, carries 0.5390; number 14, Cl, carries 0.5654; number 15, H, carries 0.0348; number 16, C, carries -0.0353; number 17, C, carries -0.4266; number 18, C, carries -0.1682; number 19, O, carries -0.2085; number 20, C, carries -0.0940; number 21, N, carries 0.0262; number 22, H, carries 0.0528; number 23, H, carries 0.0677; number 24, H, carries 0.0784; number 25, H, carries 0.0814; number 26, H, carries 0.1325; number 27, H, carries 0.1183; number 28, H, carries 0.0698; number 29, H, carries 0.0686; number 30, H, carries 0.0883; number 31, H, carries 0.0563; number 32, H, carries 0.0961; number 33, C, carries -0.0722; number 34, C, carries -0.4844; number 35, C, carries -0.1941; number 36, O, carries -0.1896; number 37, C, carries -0.0972; number 38, N, carries 0.0281; number 39, H, carries 0.0823; number 40, H, carries 0.0977; number 41, H, carries 0.0630; number 42, H, carries 0.1149; number 43, H, carries 0.1218; number 44, H, carries 0.1309; number 45, H, carries 0.0613; number 46, H, carries 0.0799; number 47, H, carries 0.0796; number 48, H, carries 0.0814; number 49, H, carries 0.0566; number 50, C, carries -0.0616; number 51, C, carries -0.4562; number 52, C, carries -0.2194; number 53, O, carries -0.1779; number 54, C, carries -0.1107; number 55, N, carries 0.0443; number 56, H, carries 0.0465; number 57, H, carries 0.0824; number 58, H, carries 0.0971; number 59, H, carries 0.1318; number 60, H, carries 0.1386; number 61, H, carries 0.1167; number 62, H, carries 0.0669; number 63, H, carries 0.1084; number 64, H, carries 0.0790; number 65, H, carries 0.0704; number 66, H, carries 0.0441; number 67, C, carries -0.0612; number 68, C, carries -0.4644; number 69, C, carries -0.2054; number 70, O, carries -0.2468; number 71, C, carries -0.1118; number 72, N, carries 0.0363; number 73, H, carries 0.0773; number 74, H, carries 0.0925; number 75, H, carries 0.0742; number 76, H, carries 0.1317; number 77, H, carries 0.1497; number 78, H, carries 0.1287; number 79, H, carries 0.0880; number 80, H, carries 0.0696; number 81, H, carries 0.1075; number 82, H, carries 0.0735; number 83, H, carries 0.0648; number 84, C, carries -0.0519; number 85, C, carries -0.4668; number 86, C, carries -0.2251; number 87, O, carries -0.2388; number 88, C, carries -0.0663; number 89, N, carries 0.0704; number 90, H, carries 0.0825; number 91, H, carries 0.0908; number 92, H, carries 0.0731; number 93, H, carries 0.1392; number 94, H, carries 0.1429; number 95, H, carries 0.1351; number 96, H, carries 0.0902; number 97, H, carries 0.0703; number 98, H, carries 0.0820; number 99, H, carries 0.0535

***

Density functional theory data (ωB97M-V/def2-TZVPD) for a 2-piece molecular cluster, C5H12NO2 overall in a non-equilibrium geometry.

Energy above the lowest of the compared OMol25 structures with the same formula, charge and spin ... 249.8 kJ/mol
HOMO level ... -0.5026 Ha
F_max ... 2.883 eV/Å
Lowest unoccupied orbital energy ... -3.70 eV
Molecular weight ... 118.2 g/mol
Charge ... +1

CARTESIAN COORDINATES (ANGSTROEM)
O  -1.73685  2.10017  -1.29446
C  -0.87516  1.30954  -1.04103
C  -0.33728  1.21277  0.39771
C  0.19729  -0.17973  0.71809
C  1.70503  -0.36495  0.51145
C  2.26708  -1.42875  -0.05823
N  -1.49727  1.49993  1.30649
H  -0.50201  0.47057  -1.64037
H  0.49441  1.85112  0.42497
H  -0.10611  -1.03232  0.14139
H  0.13553  -0.49037  1.77053
H  2.36423  0.26617  1.10351
H  1.80704  -2.29546  -0.51875
H  3.32457  -1.32498  -0.15848
H  -2.36740  1.62982  0.76719
H  -1.40445  2.43416  1.71379
H  -1.63812  0.74675  1.96363
H  -0.07925  -2.20176  -1.44026
H  -1.19035  -2.41872  -2.50493
O  -0.56094  -1.78393  -2.16225

For each atom in turn, the Löwdin charge in e is: number 1, O, carries 0.1134; number 2, C, carries -0.1564; number 3, C, carries -0.2107; number 4, C, carries -0.1605; number 5, C, carries -0.1637; number 6, C, carries 0.0482; number 7, N, carries 0.2481; number 8, H, carries 0.1236; number 9, H, carries 0.1476; number 10, H, carries 0.0826; number 11, H, carries 0.1342; number 12, H, carries 0.1110; number 13, H, carries 0.0673; number 14, H, carries 0.0657; number 15, H, carries 0.1709; number 16, H, carries 0.1875; number 17, H, carries 0.1650; number 18, H, carries 0.0088; number 19, H, carries 0.0569; number 20, O, carries -0.0395